C37H103N9O10 | ωB97M-V/def2-TZVPD

```
159
Properties=species:S:1:pos:R:3
O -17.506 4.568 24.710
O -20.609 4.116 17.484
O -16.445 -4.430 22.870
O -15.629 -3.138 14.108
O -12.360 3.212 18.064
O -5.220 -3.020 17.023
O -13.313 -9.678 26.957
O -8.058 -3.209 26.553
O -13.278 -12.580 19.701
O -20.216 -9.882 23.447
N -9.367 3.208 17.752
N -7.112 -5.214 16.262
N -21.007 -7.287 24.611
N -16.926 -10.606 27.841
N -18.331 -2.401 14.181
N -11.694 -4.370 25.963
N -16.506 2.554 27.681
N -21.979 1.504 17.343
N -12.278 -14.660 17.821
C -10.103 4.236 18.467
C -13.037 -14.873 19.019
C -14.572 -10.353 26.867
C -18.207 5.725 24.394
C -21.419 2.022 18.550
C -7.195 -3.342 25.472
C -12.114 -14.993 20.240
C -6.463 -3.291 17.650
C -21.160 0.891 19.551
C -22.036 -6.583 22.576
C -12.743 2.625 19.310
C -17.247 4.344 26.079
C -17.486 1.829 25.672
C -7.491 -3.835 16.674
C -15.655 -9.874 27.814
C -9.258 -4.008 26.553
C -14.007 -13.717 19.215
C -11.636 4.416 18.010
C -10.726 -2.114 25.659
C -17.733 -3.219 15.220
C -4.175 -2.803 17.963
C -20.658 -8.803 22.605
C -21.603 -7.821 23.381
C -21.050 -11.002 23.304
C -8.860 -4.001 17.310
C -9.275 5.580 18.249
C -14.139 -11.437 19.935
C -15.223 -9.765 29.287
C -12.340 -10.191 26.144
C -19.743 5.298 17.605
C -16.635 2.904 26.289
C -14.754 -3.563 13.079
C -18.895 -4.123 15.736
C -15.907 -3.983 21.597
C -20.242 3.022 18.307
C -16.578 -4.016 14.604
C -10.474 -3.654 25.611
H -7.703 -3.240 24.513
H -15.380 -3.751 12.207
H -12.634 -15.039 21.196
H -16.149 -2.952 21.338
H -11.845 2.398 19.884
H -20.222 0.396 19.298
H -14.719 -14.005 19.988
H -17.536 -1.907 13.802
H -19.869 -3.644 15.833
H -16.011 -9.680 30.035
H -16.279 3.433 28.123
H -15.763 -4.329 23.538
H -9.956 3.995 19.520
H -22.000 0.202 19.636
H -6.346 -2.664 25.550
H -14.694 -11.050 19.080
H -12.939 -14.478 17.079
H -11.744 4.676 16.957
H -9.480 3.495 16.790
H -22.051 -6.836 21.516
H -13.476 -10.608 20.182
H -16.851 -11.602 27.995
H -10.784 -1.865 26.719
H -13.576 -15.819 18.970
H -9.819 -1.588 25.360
H -19.339 2.633 17.837
H -12.000 -11.181 26.448
H -6.120 -5.197 16.072
H -21.309 -5.786 22.729
H -11.614 -1.757 25.138
H -12.126 5.159 18.641
H -19.804 5.914 16.708
H -17.617 6.626 24.222
H -14.473 -11.427 27.026
H -14.729 -10.651 29.686
H -20.908 -9.058 21.575
H -18.544 1.985 25.878
H -19.006 5.975 25.093
H -17.243 -2.567 15.943
H -19.060 -4.998 15.106
H -19.893 3.360 19.283
H -20.055 5.919 18.445
H -16.451 -4.618 20.898
H -11.828 -13.757 17.851
H -19.752 -8.230 22.409
H -18.652 -4.504 16.728
H -18.718 5.518 23.454
H -6.399 -3.996 18.479
H -11.481 -9.520 26.113
H -3.926 -3.731 18.477
H -14.967 -10.285 25.853
H -18.207 4.423 26.589
H -15.635 2.840 25.859
H -17.457 2.446 28.004
H -9.749 6.431 18.739
H -16.475 5.050 26.386
H -13.943 -2.884 12.815
H -10.171 -3.912 24.596
H -18.711 4.997 17.789
H -11.449 -14.132 20.304
H -9.569 -3.885 27.590
H -11.452 -15.849 20.106
H -22.934 1.191 17.443
H -20.866 -11.759 24.066
H -6.788 -4.353 25.482
H -15.855 -8.832 27.563
H -14.453 -8.996 29.335
H -9.509 -4.408 16.534
H -12.023 -4.077 26.872
H -9.322 -3.085 17.678
H -14.316 -4.507 13.401
H -21.979 2.290 16.708
H -12.785 -10.300 25.155
H -8.261 5.439 18.624
H -10.034 2.461 17.879
H -7.598 -3.205 15.791
H -3.296 -2.426 17.440
H -9.159 5.777 17.183
H -22.086 -10.664 23.304
H -23.008 -6.187 22.871
H -17.370 1.931 24.593
H -18.809 -1.656 14.667
H -13.242 1.676 19.113
H -16.908 -4.729 13.847
H -14.551 -13.414 18.320
H -22.470 -8.426 23.647
H -17.171 -10.690 26.865
H -17.175 0.807 25.891
H -16.121 -4.499 15.467
H -20.885 -11.435 22.317
H -9.002 -5.067 26.557
H -20.511 -8.122 24.890
H -6.856 -2.365 18.070
H -11.496 -5.359 26.023
H -14.814 -11.805 20.708
H -20.240 -6.771 24.202
H -14.854 -4.240 21.484
H -4.357 -2.097 18.774
H -21.049 1.265 20.569
H -22.244 2.589 18.981
H -13.415 3.276 19.868
H -7.512 -5.496 15.379
H -8.885 -4.834 18.013
```

Calculated values
- Energy: -2716.3635 a.u.
- HOMO: -8.965 eV
- HOMO-LUMO gap: 9.1 eV
- LUMO level: 0.14 eV
- Spin multiplicity: 1
- Energy above the lowest of the compared OMol25 structures with the same formula, charge and spin: 103.0 kcal/mol
- SMILES: COC[C@H](C)N.COC[C@H](C)N.COC[C@H](C)N.COC[C@H](C)N.COC[C@H](C)N.COC[C@H](C)N.COC[C@H](C)N.COC[C@H](C)N.COC[C@H](C)N.CO